(1)
This record from OMol25 describes a molecular structure, C13H22BrO11Pd at a distorted geometry. The level of theory is ωB97M-V with the def2-TZVPD basis set.

Total energy, eV: -109874.8557
Frontier orbital gap (alpha / beta), eV: 5.2 / 4.1
Expectation value of S²: 2.03
HOMO (alpha / beta), eV: -3.08 / -2.43
Energy above the lowest of the compared OMol25 structures with the same formula, charge and spin, kJ/mol: 572.6

The geometry in ORCA input format:
```
! wB97M-V def2-TZVPD RIJCOSX def2/J DEFGRID3
* xyz -1 3
Pd -0.4310 0.1152 1.4189
Br -2.2854 3.0698 2.8667
C 4.5261 1.8610 4.2556
C 3.5841 1.5376 2.9976
O 2.5972 0.6035 3.3679
H 5.3123 2.5236 3.8937
H 4.8943 0.8936 4.5972
H 3.9066 2.2925 5.0418
H 3.9826 1.0921 2.0861
H 3.3020 2.5256 2.6336
C -3.0637 -3.6870 4.8034
C -2.8469 -2.3745 4.1903
O -1.5334 -2.0830 3.7282
H -2.3510 -3.8347 5.6149
H -2.7720 -4.3605 3.9975
H -4.1022 -3.8329 5.1005
H -3.0083 -1.6418 4.9810
H -3.6959 -2.0703 3.5782
C -4.4131 1.6862 -3.8660
C -3.4453 0.7886 -4.5958
O -2.7657 0.0889 -3.5747
C -3.3668 0.4381 -2.3588
O -3.0909 0.0308 -1.2635
O -4.4313 1.2005 -2.5406
H -5.4097 1.7447 -4.3036
H -4.0064 2.6956 -3.8036
H -2.5949 1.3010 -5.0457
H -3.7790 -0.1017 -5.1287
C 3.3014 -4.8915 0.5113
C 2.2859 -5.6392 -0.3648
O 1.3632 -4.6056 -0.7077
C 1.7982 -3.4449 -0.2273
O 1.3275 -2.3724 -0.3774
O 2.8603 -3.5486 0.5130
H 4.2611 -4.9930 0.0045
H 3.2837 -5.2273 1.5481
H 1.7779 -6.5503 -0.0485
H 2.8129 -5.8912 -1.2850
C 1.0114 5.4512 -3.2641
C 0.2628 4.4023 -4.0967
O 0.3658 3.2168 -3.3573
C 0.6593 3.4255 -2.1611
O 0.5151 2.5640 -1.3327
O 1.0942 4.6905 -2.0273
H 0.2721 6.2160 -3.0263
H 2.0114 5.7371 -3.5901
H 0.7975 4.3239 -5.0433
H -0.7741 4.6341 -4.3399
*
```

***

(2)
This record from OMol25 describes a molecular structure, C16H18BFN6Re at a distorted geometry. The level of theory is ωB97M-V with the def2-TZVPD basis set.

Total energy, eV: -31328.1871
Frontier orbital gap (alpha / beta), eV: 6.5 / 4.7
Expectation value of S²: 3.78
HOMO (alpha / beta), eV: -15.32 / -15.31
Energy above the lowest of the compared OMol25 structures with the same formula, charge and spin, kJ/mol: 243.6

The geometry in ORCA input format:
```
! wB97M-V def2-TZVPD RIJCOSX def2/J DEFGRID3
* xyz 2 4
H -0.4644 2.5340 1.5238
N -0.0345 1.4345 -0.2177
B 0.5311 0.6434 -2.5231
N 0.4156 1.7784 -1.4653
C 0.6508 3.1038 -1.5205
Re -0.6329 -1.0418 0.0690
H 1.0143 3.5435 -2.4375
C 0.2911 3.6436 -0.2888
H 0.3085 4.6721 0.0099
C -0.1327 2.5586 0.4969
H 0.8760 1.0495 -3.6019
C -2.0739 -1.7344 1.3185
H -2.4403 -1.0567 2.0987
H -1.4735 -2.4983 1.8583
H -2.8966 -2.2419 0.7813
N -0.8966 0.0445 -2.5897
N 1.5339 -0.3898 -1.9764
N -1.6103 -0.4001 -1.4260
N 1.3607 -0.9337 -0.7082
C -1.6771 -0.1039 -3.6556
C 2.5484 -1.0180 -2.5858
H -1.2989 0.1956 -4.6276
H 2.8213 -0.7180 -3.5880
C -2.9320 -0.5679 -3.2499
C 3.0521 -1.9935 -1.7253
C -2.9074 -0.6833 -1.8676
C 2.3148 -1.9045 -0.5473
H -3.7775 -0.7625 -3.8813
H 3.8292 -2.7046 -1.9413
H -3.6519 -0.9394 -1.1249
H 2.3678 -2.4419 0.3896
H -0.3221 -2.2572 -0.9742
F 1.0250 0.4405 6.0452
C 0.7373 0.2688 4.7115
C 1.6884 -0.3089 3.8808
C 1.3678 -0.5105 2.5225
C 0.1106 -0.1657 2.0510
C -0.8055 0.4754 2.9011
C -0.5178 0.6661 4.2603
H 2.6531 -0.6030 4.2844
H 2.0970 -0.9452 1.8505
H -1.7914 0.7715 2.5331
H -1.2576 1.1014 4.9375
*
```

***

(3)
This record from OMol25 describes a molecular structure, C52H47Cl5N9OPb. The level of theory is ωB97M-V with the def2-TZVPD basis set.

Total energy, eV: -138008.5261
Frontier orbital gap, eV: 5.6
HOMO, eV: -3.82
Energy above the lowest of the compared OMol25 structures with the same formula, charge and spin, kJ/mol: 0.5

The geometry in ORCA input format:
```
! wB97M-V def2-TZVPD RIJCOSX def2/J DEFGRID3
* xyz -1 1
Pb 1.1096 0.3302 -0.9100
C -0.0786 5.1396 -1.8085
C 0.6313 3.8173 -1.7814
N 0.0284 2.6840 -1.7295
N -1.3286 2.6680 -1.6753
C -1.7748 1.4304 -1.9269
O -1.0795 0.4383 -2.2533
C -3.2600 1.2508 -1.7741
C -3.7756 -0.0402 -1.7515
C -5.1263 -0.2499 -1.5099
C -5.9723 0.8292 -1.3032
C -5.4645 2.1231 -1.3395
C -4.1143 2.3328 -1.5697
C 2.1091 3.7804 -1.8496
C 2.8592 4.9594 -1.8878
C 4.2390 4.8753 -1.9543
C 4.8405 3.6287 -1.9740
C 4.0202 2.5111 -1.9200
N 2.6986 2.5794 -1.8764
H -1.1506 4.9669 -1.8023
H 0.1916 5.7429 -0.9372
H 0.1883 5.7155 -2.6983
H -3.0982 -0.8726 -1.8856
H -5.5072 -1.2633 -1.4642
H -7.0261 0.6647 -1.1094
H -6.1210 2.9695 -1.1744
H -3.6979 3.3313 -1.5736
H 2.3676 5.9204 -1.8514
H 4.8380 5.7775 -1.9767
H 5.9154 3.5161 -2.0099
H 4.4426 1.5116 -1.8792
N 1.3686 -3.3010 2.3293
C 1.3975 -2.1912 1.5627
N 1.5968 -2.1756 0.2945
C 1.8055 -3.3582 -0.3740
N 1.9737 -3.4291 -1.6553
N 1.8191 -2.2098 -2.2939
C 2.1472 -2.2492 -3.5219
C 1.9410 -1.0701 -4.3818
C 2.1708 -1.1639 -5.7517
C 1.9096 -0.0586 -6.5460
C 1.4193 1.0892 -5.9499
C 1.2242 1.0925 -4.5736
N 1.4894 0.0470 -3.8042
C 1.8354 -4.6104 0.3980
C 2.0664 -5.8569 -0.1867
C 2.0606 -7.0028 0.5791
C 1.8153 -6.9249 1.9514
C 1.5769 -5.7060 2.5498
C 1.5905 -4.5508 1.7680
H 1.1683 -3.2114 3.3102
H 1.2110 -1.2524 2.0645
H 2.5424 -3.1633 -3.9624
H 2.5359 -2.0899 -6.1764
H 2.0766 -0.0988 -7.6150
H 1.1866 1.9724 -6.5294
H 0.8348 1.9646 -4.0620
H 2.2441 -5.8935 -1.2525
H 2.2441 -7.9645 0.1181
H 1.8107 -7.8250 2.5529
H 1.3801 -5.6312 3.6124
Cl 4.5693 -1.5350 -0.1588
C 4.3435 -0.3290 1.1300
C 3.6076 0.8003 0.8466
C 3.6621 1.7701 1.8246
Cl 2.9469 3.3540 1.4691
C 4.2782 1.6123 3.0621
Cl 4.2649 2.8614 4.2630
C 4.9191 0.4043 3.3322
Cl 5.6662 0.1383 4.8686
C 4.9777 -0.5779 2.3445
Cl 5.8209 -2.0592 2.6580
C -4.7712 -3.0909 1.6062
C -3.5214 -2.7787 0.8203
C -3.1719 -3.5519 -0.2773
C -2.0341 -3.2000 -1.0089
C -1.6396 -3.9771 -2.2389
C -1.2804 -2.1095 -0.6293
C -1.5824 -1.2839 0.4915
C -2.7504 -1.6869 1.1962
N -0.7739 -0.2221 0.7664
C -1.1243 0.7370 1.8177
C -2.4570 1.4751 1.5582
C -2.7280 2.5285 2.6348
C -2.7411 1.8694 4.0172
C -1.3781 1.2303 4.3040
C -0.2853 2.2974 4.2387
C -0.2760 2.9192 2.8421
C -1.6269 3.5878 2.5814
C -0.0399 1.8282 1.7934
C -1.0881 0.1534 3.2552
H -5.2481 -4.0014 1.2401
H -5.4961 -2.2761 1.5273
H -4.5526 -3.2280 2.6680
H -3.7793 -4.4005 -0.5745
H -2.4159 -4.6912 -2.5196
H -0.7102 -4.5306 -2.0830
H -1.4715 -3.3054 -3.0843
H -0.4657 -1.8348 -1.2847
H -3.1061 -1.1168 2.0382
H -3.2974 0.7856 1.4897
H -2.3747 1.9608 0.5831
H -3.6993 2.9965 2.4434
H -3.5273 1.1067 4.0578
H -2.9711 2.6140 4.7883
H -1.3902 0.7747 5.3004
H 0.6917 1.8516 4.4568
H -0.4636 3.0733 4.9922
H 0.5251 3.6576 2.7753
H -1.6244 4.0639 1.5952
H -1.8068 4.3712 3.3274
H 0.9380 1.3574 1.9551
H -0.0240 2.2860 0.7971
H -1.7806 -0.6786 3.3714
H -0.0827 -0.2468 3.4338
*
```

***

(4)
This record from OMol25 describes a molecular structure, CH2ClO2P at a distorted geometry. The level of theory is ωB97M-V with the def2-TZVPD basis set.

Total energy, eV: -26973.3204
Frontier orbital gap, eV: 8.9
HOMO, eV: -9.16
Energy above the lowest of the compared OMol25 structures with the same formula, charge and spin, kJ/mol: 234.2

The geometry in ORCA input format:
```
! wB97M-V def2-TZVPD RIJCOSX def2/J DEFGRID3
* xyz 0 1
C 1.1345 -0.4162 0.0182
O 0.6325 -1.4739 0.1370
O 0.0342 1.0559 0.2319
P -1.5142 0.8508 -0.0409
Cl 2.7009 0.0454 -0.0717
H -1.7334 -0.1804 0.8327
H -1.2546 0.1183 -1.1072
*
```

***

Copy entry 2 word for word.
This record from OMol25 describes a molecular structure, C16H18BFN6Re at a distorted geometry. The level of theory is ωB97M-V with the def2-TZVPD basis set.

Total energy, eV: -31328.1871
Frontier orbital gap (alpha / beta), eV: 6.5 / 4.7
Expectation value of S²: 3.78
HOMO (alpha / beta), eV: -15.32 / -15.31
Energy above the lowest of the compared OMol25 structures with the same formula, charge and spin, kJ/mol: 243.6

The geometry in ORCA input format:
```
! wB97M-V def2-TZVPD RIJCOSX def2/J DEFGRID3
* xyz 2 4
H -0.4644 2.5340 1.5238
N -0.0345 1.4345 -0.2177
B 0.5311 0.6434 -2.5231
N 0.4156 1.7784 -1.4653
C 0.6508 3.1038 -1.5205
Re -0.6329 -1.0418 0.0690
H 1.0143 3.5435 -2.4375
C 0.2911 3.6436 -0.2888
H 0.3085 4.6721 0.0099
C -0.1327 2.5586 0.4969
H 0.8760 1.0495 -3.6019
C -2.0739 -1.7344 1.3185
H -2.4403 -1.0567 2.0987
H -1.4735 -2.4983 1.8583
H -2.8966 -2.2419 0.7813
N -0.8966 0.0445 -2.5897
N 1.5339 -0.3898 -1.9764
N -1.6103 -0.4001 -1.4260
N 1.3607 -0.9337 -0.7082
C -1.6771 -0.1039 -3.6556
C 2.5484 -1.0180 -2.5858
H -1.2989 0.1956 -4.6276
H 2.8213 -0.7180 -3.5880
C -2.9320 -0.5679 -3.2499
C 3.0521 -1.9935 -1.7253
C -2.9074 -0.6833 -1.8676
C 2.3148 -1.9045 -0.5473
H -3.7775 -0.7625 -3.8813
H 3.8292 -2.7046 -1.9413
H -3.6519 -0.9394 -1.1249
H 2.3678 -2.4419 0.3896
H -0.3221 -2.2572 -0.9742
F 1.0250 0.4405 6.0452
C 0.7373 0.2688 4.7115
C 1.6884 -0.3089 3.8808
C 1.3678 -0.5105 2.5225
C 0.1106 -0.1657 2.0510
C -0.8055 0.4754 2.9011
C -0.5178 0.6661 4.2603
H 2.6531 -0.6030 4.2844
H 2.0970 -0.9452 1.8505
H -1.7914 0.7715 2.5331
H -1.2576 1.1014 4.9375
*
```

***

Q: Which value of energy above the lowest of the compared OMol25 structures with the same formula, charge and spin does entry 2 give?
A: 243.6 kJ/mol

***

Q: Among the records above, which one has the lowest energy above the lowest of the compared OMol25 structures with the same formula, charge and spin?
A: C52H47Cl5N9OPb

***

Q: Look up the total energy of the first one.
A: -109874.8557 eV